Molecular formula: C26H29N4PtS3
Method: DFT, wB97M-V/def2-TZVPD

The geometry in ORCA input format:
```
! RIJCOSX wB97M-V def2-TZVPD def2/J DEFGRID3
* xyz 1 3
Pt 0.71705 0.34566 0.63191
N -1.03058 -3.09402 2.17689
C -0.35967 -3.61553 1.13005
C 0.47751 -2.67544 0.57470
N 0.26316 -1.45998 1.33182
C -0.63079 -1.80291 2.29860
C -1.14080 -0.87235 3.27717
N -0.83914 0.44114 3.21421
C -1.39701 0.90569 4.36371
C -2.00328 -0.04942 5.14367
N -1.82360 -1.21981 4.41200
H -1.83313 -3.58651 2.53442
H -0.50362 -4.66618 0.84214
H 1.24173 -2.82564 -0.17910
H -1.25622 1.95530 4.52751
H -2.44445 0.05628 6.10090
H -2.28517 -2.15443 4.56600
C 3.63031 1.55238 -1.03243
C 2.73008 2.76467 -1.10750
S 1.13067 2.50176 -0.30778
C 1.28946 3.45617 1.26659
C 2.11584 2.93187 2.36323
S 2.04540 1.17400 2.72120
C 3.74705 0.43554 2.71351
C 4.21114 0.01752 1.29446
S 4.83231 1.44934 0.37099
H 4.42935 1.41733 -1.79537
H 3.01973 0.60921 -1.11849
H 2.46383 3.08394 -2.15226
H 3.20348 3.60084 -0.62185
H 0.20199 3.36670 1.59272
H 1.53384 4.47586 1.01951
H 1.76054 3.30782 3.31654
H 3.18899 3.19108 2.17694
H 3.59999 -0.52245 3.29217
H 4.37297 1.10690 3.21565
H 3.29119 -0.30967 0.81212
H 4.96305 -0.72591 1.37682
C -1.96627 -3.40184 -4.81354
C -0.67136 -2.92455 -5.08580
C 0.04404 -2.14018 -4.17104
C -0.60729 -1.64046 -2.98548
C -1.94074 -2.04212 -2.82368
C -2.55299 -3.01725 -3.63987
C 0.18587 -0.82850 -2.06673
C -0.29816 -0.02603 -1.07621
C -1.61463 0.63628 -1.26422
C -1.98659 1.11785 -2.55215
C -3.20272 1.75727 -2.75114
C -3.99240 2.08720 -1.65512
C -3.56453 1.76311 -0.34082
C -2.37429 1.12131 -0.14107
H -2.45127 -4.01749 -5.50747
H -0.16810 -3.17818 -6.02517
H 1.10078 -2.02715 -4.41937
H -2.52526 -1.60141 -2.00148
H -3.50427 -3.39113 -3.29959
H 1.26610 -1.01184 -2.10171
H -1.27770 0.89215 -3.33169
H -3.58011 1.89957 -3.74129
H -4.97160 2.46534 -1.85957
H -4.25132 2.06147 0.46367
H -2.00840 0.87987 0.84721
*
```

Calculated values
E_tot in eV: -69136.559

Molecular formula: C6H6ClNS
Method: DFT, wB97M-V/def2-TZVPD

The geometry in ORCA input format:
```
! RIJCOSX wB97M-V def2-TZVPD def2/J DEFGRID3
* xyz 0 1
C -2.03177 0.52052 -0.10850
C -1.56478 -0.61835 -0.71962
C -1.18376 1.44152 0.48302
C -0.17355 -0.74940 -0.77911
C 0.21488 1.19010 0.52810
C 0.69608 0.12857 -0.16204
N 2.05485 -2.70506 0.29130
S 2.37852 -0.27301 -0.46502
Cl 3.25615 1.55437 -0.10452
H -3.08822 0.76036 -0.09243
H -2.17670 -1.39636 -1.09800
H -1.65595 2.30668 0.97913
H 0.41427 -1.74362 -0.86815
H 0.73797 2.08129 0.86034
H 2.12201 -2.49759 1.25551
*
```

Calculated values
E_tot in eV: -31161.760

Molecular formula: C31H25CuN2O4PS
Method: DFT, wB97M-V/def2-TZVPD

The geometry in ORCA input format:
```
! RIJCOSX wB97M-V def2-TZVPD def2/J DEFGRID3
* xyz -1 1
Cu -1.24495 0.06609 0.20451
C 2.76131 -5.61035 2.07265
C 1.50663 -4.94998 1.68466
C 0.37053 -5.78995 1.48093
C -0.87137 -5.19561 1.07646
C -0.89360 -3.82737 0.86293
C 0.20460 -3.03786 1.06965
C 1.40972 -3.58821 1.50546
S -2.35667 -3.00151 0.35108
O -3.58185 -3.70258 0.77863
O -2.22416 -2.74737 -1.07118
N -2.25890 -1.52060 0.89646
C -2.41732 -1.17728 2.24470
C -2.99432 -1.95908 3.24863
C -2.90317 -1.47654 4.56931
C -2.28415 -0.25272 4.75075
C -1.80735 0.51197 3.73950
N -1.87273 0.03486 2.47509
H 2.79571 -6.32021 2.97721
H 3.51398 -4.85839 2.26352
H 3.02645 -6.24970 1.23708
H 0.37549 -6.85772 1.63050
H -1.74206 -5.86729 1.03915
H 0.18242 -1.93646 0.87860
H 2.25918 -2.92936 1.68871
H -3.41388 -2.90606 2.98152
H -3.43756 -1.94257 5.40574
H -2.16925 0.21164 5.74630
H -1.28031 1.43711 3.95617
O 3.02371 0.19345 1.43859
C 1.98167 0.50442 0.87374
O 1.11034 -0.27447 0.35887
C 1.64884 2.06061 0.77330
C 2.43889 2.85634 1.55204
C 2.26833 4.21745 1.61561
C 1.30849 4.88674 0.83338
C 0.48370 4.04811 0.05259
C 0.72860 2.63845 -0.07270
P -0.18709 1.50412 -1.13835
C 1.11309 1.05418 -2.34318
C 2.25047 1.78418 -2.68869
C 3.10210 1.40444 -3.72066
C 2.93185 0.18807 -4.38481
C 1.79792 -0.56066 -4.03136
C 0.89888 -0.12127 -3.08277
C -1.16551 2.59410 -2.19970
C -0.64770 3.55157 -3.01293
C -1.44094 4.34946 -3.77821
C -2.82999 4.30845 -3.64084
C -3.39980 3.31988 -2.80224
C -2.57926 2.42866 -2.16972
H 3.11424 2.31500 2.21572
H 2.91997 4.87138 2.26220
H 1.07030 5.99074 0.88179
H -0.38807 4.47763 -0.45098
H 2.46785 2.73150 -2.24699
H 3.96196 2.04091 -3.93811
H 3.67845 -0.20962 -5.08830
H 1.41596 -1.42643 -4.56621
H -0.00929 -0.72096 -3.02482
H 0.41519 3.71852 -3.10544
H -1.09295 4.97465 -4.57460
H -3.58291 4.91406 -4.15325
H -4.45771 3.21796 -2.83479
H -3.00197 1.61152 -1.55290
*
```

Calculated values
E_tot in eV: -108488.824

Molecular formula: C6H15N4O
Method: DFT, wB97M-V/def2-TZVPD

The geometry in ORCA input format:
```
! RIJCOSX wB97M-V def2-TZVPD def2/J DEFGRID3
* xyz 1 1
C 0.05087 -0.68912 -0.96113
C 3.53869 -0.60254 0.29572
C -2.20442 0.41796 -0.63249
C 1.43722 -0.21368 -0.79520
C 1.71767 0.78973 0.46941
C -3.50663 -0.29719 1.35031
N -0.78247 0.58869 -0.85694
N 2.44594 -1.29186 -0.38183
N 2.92839 0.55599 0.91183
N -2.36676 0.43218 0.76894
O 0.84003 1.53868 0.79345
H -0.37175 -1.15617 -1.89987
H -0.39890 -1.34113 -0.10507
H 4.02790 -1.22774 1.15248
H 4.47315 -0.20135 -0.20425
H -2.77723 1.21015 -1.07237
H -2.61080 -0.54191 -1.15233
H 1.81589 0.48729 -1.62221
H -3.58100 -1.19876 0.62566
H -3.26513 -0.60671 2.37551
H -4.34600 0.45292 1.35980
H -0.57131 1.02937 -1.80897
H 2.69707 -1.93096 -1.08697
H 3.36593 1.08562 1.69447
H -2.30152 1.47593 0.90838
H -0.25484 1.23462 -0.12632
*
```

Calculated values
E_tot in eV: -14465.310
SMILES string: CNC[NH2+]C[C@@H]1NCNC1=O

The records above give, respectively, energy above the lowest of the compared OMol25 structures with the same formula, charge and spin values of 19.1; 84.5; 0.0; 27.7 kcal per mole.